{"formula": "C27H34AsCrF3N2O6SSi2", "method": "wB97M-V/def2-TZVPD", "species": ["Cr", "O", "S", "O", "O", "O", "O", "C", "C", "C", "C", "N", "C", "C", "C", "C", "C", "C", "O", "C", "C", "N", "H", "H", "H", "H", "H", "H", "H", "H", "H", "H", "H", "H", "C", "Si", "C", "C", "As", "Si", "C", "C", "C", "H", "H", "H", "H", "H", "H", "H", "H", "H", "H", "H", "H", "H", "H", "H", "H", "H", "H", "F", "C", "F", "F", "C", "C", "C", "C", "C", "C", "C", "C", "H", "H", "H", "H"], "coordinates": [[0.265658, -0.385336, -1.270234], [0.472761, -0.359588, -5.069039], [-0.209542, 0.012419, -3.853690], [-1.419286, 0.808046, -4.081800], [0.728091, 0.749517, -2.886246], [-0.562315, -1.184334, -2.986455], [0.590849, -5.745427, 3.347969], [0.122648, -4.417102, 3.608442], [0.029303, -3.631793, 2.331188], [-1.082926, -2.786951, 2.113511], [-1.075724, -1.968368, 1.005969], [-0.102376, -1.965782, 0.092069], [0.973947, -2.810656, 0.265484], [1.041160, -3.638230, 1.416950], [2.003271, -2.747089, -0.708829], [3.023817, -3.725330, -0.850364], [3.889670, -3.668699, -1.906178], [5.001894, -4.661558, -2.059222], [6.257932, -4.144137, -1.593073], [3.751406, -2.619731, -2.851153], [2.764906, -1.678625, -2.639845], [1.944906, -1.699678, -1.595163], [0.805772, -6.146346, 4.192932], [0.815118, -3.914637, 4.295767], [-0.862407, -4.443454, 4.087456], [-1.915688, -2.756496, 2.803042], [-1.880000, -1.266315, 0.818450], [1.915976, -4.250297, 1.587993], [3.088159, -4.544437, -0.145635], [5.103753, -4.944552, -3.114251], [4.801525, -5.562947, -1.477875], [6.207182, -3.186932, -1.690083], [4.375107, -2.565848, -3.733851], [2.612701, -0.855011, -3.329030], [-2.931861, 4.177954, -0.695388], [-1.388151, 3.175749, -1.187580], [-0.926511, 3.732034, -2.919229], [0.020219, 3.807989, -0.116880], [-1.881238, 0.931694, -0.789531], [-3.400184, 0.584432, -2.607738], [-3.598002, -1.073386, -3.469110], [-3.988002, 2.022210, -3.677918], [-4.981921, 0.453632, -1.490792], [-2.752254, 4.716879, 0.239580], [-3.797666, 3.532246, -0.542283], [-3.189137, 4.911564, -1.464984], [-0.705409, 4.805660, -2.864039], [-1.715277, 3.566142, -3.648504], [-0.044261, 3.198127, -3.269051], [0.224675, 4.838190, -0.430646], [0.925095, 3.215470, -0.233756], [-0.236385, 3.813520, 0.944693], [-2.868529, -1.306677, -4.235293], [-4.603553, -1.053865, -3.906968], [-3.569575, -1.870956, -2.723377], [-3.388997, 2.176197, -4.572687], [-3.998212, 2.949559, -3.100404], [-5.021762, 1.801637, -3.962456], [-4.878878, -0.350674, -0.757147], [-5.878802, 0.257481, -2.093515], [-5.148014, 1.375792, -0.925069], [0.248624, 4.243402, 6.900310], [1.287179, 3.404697, 6.681411], [1.211834, 2.456439, 7.653844], [2.415859, 4.108712, 6.943782], [1.280162, 2.825532, 5.302531], [2.469381, 2.374875, 4.740252], [2.462144, 1.799202, 3.482156], [1.267295, 1.660445, 2.762216], [0.078255, 2.118738, 3.345511], [0.085801, 2.692217, 4.603926], [1.242874, 1.075839, 1.462400], [1.094182, 0.570033, 0.361788], [3.402767, 2.479542, 5.279177], [3.381783, 1.450874, 3.032425], [-0.842163, 2.011831, 2.784836], [-0.840633, 3.044726, 5.038297]], "forces_ev_per_angstrom": [[0.1, -0.1, -0.6], [0.1, 0.0, -0.1], [-0.1, 0.0, 0.7], [0.3, 0.0, -0.3], [0.0, -0.1, -0.1], [0.1, 0.0, 0.0], [0.0, 0.1, 0.0], [0.0, 0.0, -0.1], [0.0, 0.0, 0.1], [0.0, 0.0, 0.0], [0.0, -0.1, -0.2], [0.0, 0.2, 0.1], [0.1, 0.0, 0.0], [0.0, 0.0, -0.1], [0.0, -0.1, 0.0], [0.0, 0.1, 0.0], [0.0, 0.0, 0.0], [0.0, 0.0, 0.0], [0.0, 0.0, 0.0], [0.1, -0.1, 0.0], [0.0, 0.2, 0.1], [-0.3, 0.0, 0.0], [0.0, 0.0, 0.1], [0.0, 0.0, 0.0], [0.0, 0.0, 0.0], [0.0, 0.0, 0.0], [0.0, 0.0, 0.1], [0.0, 0.0, 0.0], [0.0, 0.0, 0.0], [0.0, 0.0, 0.0], [0.0, 0.0, 0.0], [0.0, 0.0, 0.0], [0.0, 0.0, 0.0], [0.0, 0.0, 0.0], [0.0, 0.1, 0.0], [-0.1, -0.3, -0.1], [0.1, 0.0, 0.0], [0.0, 0.1, 0.1], [0.0, 0.0, -0.1], [-0.4, 0.1, 0.9], [0.0, -0.1, 0.0], [0.1, 0.1, -0.1], [0.0, 0.0, -0.1], [0.0, 0.0, 0.0], [0.0, 0.0, 0.0], [0.0, 0.0, 0.0], [0.0, 0.0, -0.1], [-0.1, 0.0, 0.0], [0.1, 0.0, 0.0], [0.0, 0.0, 0.1], [0.0, 0.0, -0.1], [0.0, 0.0, 0.0], [0.1, 0.1, -0.1], [0.0, -0.1, 0.0], [0.0, 0.0, 0.0], [0.0, 0.0, 0.0], [0.0, 0.0, 0.0], [0.0, 0.0, 0.0], [0.0, 0.0, 0.0], [0.0, 0.0, 0.0], [0.0, 0.0, 0.0], [0.1, -0.1, 0.0], [0.0, 0.0, -0.2], [0.0, 0.1, -0.1], [-0.1, -0.1, 0.0], [0.0, 0.1, 0.2], [0.0, -0.1, -0.1], [0.0, 0.1, 0.1], [0.1, -0.1, -0.3], [0.0, 0.0, 0.1], [-0.1, 0.0, -0.1], [0.1, -0.1, 0.1], [-0.1, 0.1, 0.0], [0.0, 0.0, 0.0], [0.0, 0.0, 0.0], [0.0, 0.0, 0.0], [0.0, 0.0, 0.0]], "gap_ev": [4.3, 5.6], "e_tot_ha": -6167.418004, "charge": -2, "multiplicity": 5, "e_above_lowest_kcal_mol": 15.32, "homo_energy_ev": [-0.31, -1.63], "molar_mass_g_mol": 754.7}



{"formula": "C22H22CsN5O2", "method": "wB97M-V/def2-TZVPD", "species": ["Cs", "O", "C", "N", "C", "O", "C", "C", "C", "C", "C", "N", "C", "C", "C", "C", "C", "N", "H", "H", "H", "H", "H", "H", "H", "H", "C", "C", "C", "C", "C", "C", "C", "C", "H", "H", "H", "H", "H", "N", "C", "C", "N", "H", "H", "H", "H", "H", "H", "H", "H", "H"], "coordinates": [[-0.491434, 0.652981, 0.689738], [4.174921, 2.152232, 0.775723], [3.125187, 1.631092, 0.438008], [2.466862, 0.583393, 1.031628], [3.060743, 0.036299, 2.123357], [4.151482, 0.274837, 2.624462], [2.270830, -1.096372, 2.835484], [2.874123, -1.617363, 3.981824], [2.239465, -2.630113, 4.673954], [1.007868, -3.081969, 4.218138], [0.480589, -2.496584, 3.081823], [1.094346, -1.532404, 2.389980], [2.471508, 2.247061, -0.824921], [3.126587, 3.349417, -1.371922], [2.596110, 3.960263, -2.491342], [1.426414, 3.456887, -3.040073], [0.837594, 2.361221, -2.433653], [1.346387, 1.766495, -1.352078], [3.823903, -1.202860, 4.284171], [2.685870, -3.051274, 5.565762], [0.459580, -3.856617, 4.736359], [-0.501508, -2.793464, 2.727465], [4.034319, 3.689643, -0.897078], [3.084351, 4.820933, -2.930412], [0.975420, 3.898764, -3.918100], [-0.076792, 1.932932, -2.831467], [-3.243853, -0.332244, -0.016202], [-4.468242, -0.213723, 0.022730], [-5.893385, -0.087295, 0.054624], [-6.566879, 0.291843, 1.223723], [-7.946908, 0.405198, 1.251485], [-8.698426, 0.145393, 0.113432], [-8.047437, -0.223273, -1.056605], [-6.667970, -0.337487, -1.087151], [-5.981540, 0.496801, 2.111055], [-8.439673, 0.701219, 2.170047], [-9.777651, 0.229584, 0.137797], [-8.619821, -0.421477, -1.955142], [-6.160211, -0.621625, -1.999924], [3.381328, -3.178229, -0.993157], [2.071332, -3.834308, -0.605008], [1.063116, -2.695075, -0.474781], [-0.273221, -3.015188, -0.122985], [4.144242, -3.842984, -1.114557], [3.652131, -2.501057, -0.271267], [3.267815, -2.653780, -1.863065], [2.241485, -4.351703, 0.338122], [1.812123, -4.562261, -1.372164], [1.055917, -2.136346, -1.419990], [1.431532, -2.013674, 0.299447], [-0.428742, -3.319338, 0.822262], [-0.925870, -3.477372, -0.733797]], "forces_ev_per_angstrom": [[-0.6, 0.0, 0.3], [0.0, 0.1, 0.0], [0.1, -0.1, -0.1], [0.2, -0.1, -0.2], [0.1, -0.2, 0.0], [0.0, 0.0, 0.0], [0.3, 0.3, 0.0], [-0.1, -0.1, 0.0], [0.0, 0.0, 0.0], [0.0, 0.0, 0.0], [0.0, 0.0, 0.1], [0.0, 0.1, 0.1], [0.1, 0.0, 0.2], [0.0, 0.0, 0.0], [0.0, 0.0, 0.0], [-0.1, 0.0, -0.1], [0.2, 0.0, 0.0], [0.1, -0.2, -0.1], [0.0, 0.0, 0.0], [0.0, 0.0, 0.0], [0.0, 0.0, 0.0], [0.0, 0.0, 0.0], [0.0, 0.0, 0.0], [0.0, 0.0, 0.0], [0.0, 0.0, 0.0], [0.0, 0.0, 0.0], [0.0, -0.1, -0.1], [0.0, 0.0, 0.0], [-0.1, 0.0, 0.0], [0.0, 0.0, 0.0], [0.0, 0.0, 0.0], [0.0, 0.0, 0.0], [0.0, 0.0, 0.0], [0.1, 0.0, 0.0], [0.0, 0.0, 0.0], [0.0, 0.0, 0.0], [0.0, 0.0, 0.0], [0.0, 0.0, 0.0], [0.0, 0.0, 0.0], [0.1, 0.0, 0.1], [0.0, -0.1, 0.0], [-0.3, 0.3, -0.2], [-0.4, -0.4, 0.5], [0.0, 0.0, 0.0], [0.0, 0.1, 0.0], [0.0, 0.0, 0.0], [0.0, 0.0, 0.0], [0.1, 0.1, -0.1], [0.0, 0.0, 0.0], [0.1, 0.1, -0.2], [0.2, 0.1, 0.1], [0.3, 0.2, -0.5]], "gap_ev": 4.8, "e_tot_ha": -1295.796374, "charge": 0, "e_above_lowest_kcal_mol": 0.00, "homo_energy_ev": -6.25, "molar_mass_g_mol": 521.4}



{"formula": "C21H46B2Cl2NO11", "method": "wB97M-V/def2-TZVPD", "species": ["C", "C", "O", "C", "C", "O", "C", "C", "C", "C", "C", "Cl", "O", "B", "C", "C", "O", "C", "O", "C", "Cl", "C", "C", "O", "C", "C", "C", "N", "B", "O", "O", "H", "H", "H", "H", "H", "H", "H", "H", "H", "H", "H", "H", "H", "H", "H", "H", "H", "H", "H", "H", "H", "H", "H", "H", "H", "H", "H", "H", "H", "H", "H", "H", "H", "H", "C", "O", "H", "H", "H", "H", "C", "O", "H", "H", "H", "H", "C", "O", "H", "H", "H", "H"], "coordinates": [[-1.980848, 4.019625, 0.862642], [-2.560361, 3.164939, -0.263659], [-3.650704, 2.397670, 0.222439], [-3.918166, 1.205193, -0.505638], [-3.951681, -0.009997, 0.423036], [-2.804094, -0.788513, 0.176957], [-2.075605, -1.278781, 1.276099], [-0.733544, -0.506018, 1.460078], [-0.973096, 0.821808, 2.214899], [-0.948069, 0.926047, 3.756144], [-1.622295, -0.192001, 4.544876], [-0.753916, -0.499047, 6.105006], [-0.324674, -0.036405, 0.196008], [0.602758, -0.956811, -0.493612], [-0.188505, -1.977231, -1.524265], [0.696468, -3.039839, -2.183166], [2.117366, -2.827744, -1.874518], [2.959258, -2.909114, -2.874984], [4.042558, -2.388134, -2.887563], [1.789302, -0.064396, -1.232642], [2.145966, 1.485052, -0.345146], [1.515651, 0.247394, -2.699822], [0.258247, 1.119211, -2.906700], [1.107517, -1.789420, 0.650886], [0.459197, -1.441414, 1.866237], [1.549852, -0.721616, 2.719412], [2.924170, -1.206852, 2.359637], [3.898492, -0.497057, 1.966107], [0.052936, -2.858667, 2.496435], [-0.286827, -3.037849, 3.830228], [-0.058022, -3.960416, 1.681822], [-2.680770, 4.092600, 1.696521], [-1.043258, 3.608336, 1.237402], [-1.767112, 5.032312, 0.513315], [-2.899130, 3.826287, -1.073919], [-1.776825, 2.522354, -0.676840], [-3.163211, 1.030330, -1.275962], [-4.887187, 1.325252, -1.008056], [-3.967502, 0.372824, 1.448897], [-4.857190, -0.599369, 0.228889], [-1.897501, -2.345298, 1.109304], [-2.674837, -1.187023, 2.192260], [-1.915730, 1.245587, 1.861436], [-0.187907, 1.488108, 1.851442], [0.064911, 1.056680, 4.131666], [-1.472066, 1.854220, 4.010147], [-2.639291, 0.053329, 4.843869], [-1.620596, -1.151949, 4.042771], [-0.746889, -1.454256, -2.303000], [-0.928134, -2.507337, -0.918688], [0.574598, -3.054376, -3.270053], [0.440152, -4.036036, -1.834838], [2.618077, -3.525094, -3.724623], [2.703466, -0.651362, -1.148293], [1.435629, -0.686848, -3.261638], [2.357933, 0.791114, -3.123363], [0.036962, 1.674240, -1.995002], [0.416493, 1.836714, -3.717275], [-0.618382, 0.527147, -3.179644], [1.379385, -0.852883, 3.795856], [1.517519, 0.352523, 2.516808], [3.115794, -2.280488, 2.451835], [3.601112, 0.475460, 1.869705], [0.306804, -2.564495, 4.422588], [0.739064, -4.094645, 1.159105], [5.639856, 1.536052, -2.286279], [4.699423, 0.826270, -3.073159], [5.792543, 2.511376, -2.745564], [5.263812, 1.676916, -1.268967], [6.599944, 1.010290, -2.243631], [4.557730, -0.036179, -2.662065], [-1.997983, 8.352077, 0.350042], [-2.053229, 7.856267, 1.680389], [-0.963380, 8.620856, 0.151798], [-2.306896, 7.593947, -0.374940], [-2.622538, 9.241584, 0.224045], [-2.962011, 7.605907, 1.864862], [-0.002646, -7.085491, -3.763741], [0.503247, -6.073739, -2.903623], [-1.083410, -6.970140, -3.791513], [0.388188, -6.982374, -4.780332], [0.234214, -8.087170, -3.393201], [1.459423, -6.170023, -2.873978]], "forces_ev_per_angstrom": [[0.1, 0.1, 0.0], [0.2, 0.4, -0.1], [0.3, -0.2, 0.1], [-0.4, 0.1, -0.1], [0.3, 0.3, -0.3], [-0.2, -0.2, 0.1], [0.1, -0.1, 0.5], [0.0, 0.6, -1.0], [0.3, -0.1, 0.7], [-0.4, 0.2, 0.0], [0.0, -0.1, 0.1], [0.0, 0.0, 0.0], [-0.2, -0.1, -0.1], [-0.3, 0.3, 0.5], [0.4, -0.3, -0.2], [-0.5, -0.1, 0.2], [-0.3, 0.0, 0.0], [0.2, 0.0, -0.3], [0.3, 0.0, 0.1], [-0.3, -0.9, -0.1], [0.1, 0.1, 0.0], [-0.1, 0.9, 0.0], [0.1, -0.2, -0.3], [-0.1, 0.1, -0.3], [1.1, -0.6, 0.4], [-0.4, 0.4, -0.2], [0.3, 0.0, -0.1], [-0.2, -0.2, 0.2], [-0.3, 0.2, 0.0], [0.4, -0.4, -0.2], [0.1, -0.5, 0.8], [-0.1, 0.0, -0.1], [-0.1, -0.1, 0.0], [0.0, 0.0, 0.0], [-0.1, -0.1, 0.0], [-0.1, -0.1, 0.1], [0.0, 0.0, 0.1], [0.0, 0.0, 0.0], [-0.1, -0.1, 0.0], [0.0, -0.1, 0.1], [0.0, 0.1, -0.1], [0.0, -0.1, 0.0], [0.0, -0.1, -0.2], [-0.1, 0.0, 0.0], [0.1, -0.2, -0.1], [0.2, 0.0, 0.0], [0.0, 0.0, -0.1], [0.1, 0.0, 0.0], [0.0, 0.1, 0.1], [0.0, 0.1, 0.0], [0.2, 0.0, 0.0], [0.2, 0.0, 0.1], [-0.2, 0.0, -0.1], [0.1, 0.2, 0.0], [-0.1, 0.0, 0.1], [0.1, -0.1, 0.0], [-0.1, 0.0, 0.0], [0.0, 0.0, 0.1], [0.0, 0.0, 0.2], [0.0, 0.0, 0.0], [0.1, 0.0, 0.0], [-0.1, 0.0, 0.1], [0.0, 0.0, 0.0], [-0.4, 0.4, 0.1], [-0.3, 0.6, -0.6], [-0.2, -0.2, 0.1], [0.2, 0.0, -0.1], [0.0, 0.0, 0.0], [0.1, 0.1, 0.0], [0.0, 0.1, 0.0], [-0.1, 0.0, -0.1], [0.0, -0.1, 0.1], [0.0, 0.1, -0.1], [0.0, 0.0, 0.0], [0.0, 0.0, 0.0], [0.0, 0.0, 0.0], [0.0, -0.1, 0.0], [0.1, 0.1, 0.1], [0.0, -0.3, -0.2], [0.0, 0.0, 0.0], [0.0, 0.0, 0.0], [0.0, 0.0, 0.0], [0.0, 0.1, 0.1]], "gap_ev": 7.4, "e_tot_ha": -2680.383079, "charge": -1, "homo_energy_ev": -5.05, "molar_mass_g_mol": 581.1}



{"formula": "C5H8O", "method": "wB97M-V/def2-TZVPD", "species": ["C", "C", "C", "C", "C", "O", "H", "H", "H", "H", "H", "H", "H", "H"], "coordinates": [[-1.288374, -0.791403, -0.738766], [-1.431498, 1.026492, -0.513383], [-0.208942, 0.467148, -0.200020], [0.628902, 0.164424, 1.047698], [1.811212, 0.263156, 0.079536], [0.924432, 0.527529, -1.025631], [-0.730432, -1.138192, -1.604217], [-1.242954, -1.483098, 0.105006], [-2.039810, 1.017241, 0.404859], [-2.329300, -0.674192, -1.047510], [0.474101, -0.803692, 1.531823], [0.555046, 0.961936, 1.789482], [2.480938, 1.110726, 0.254079], [2.396678, -0.648074, -0.082951]], "forces_ev_per_angstrom": [[-0.1, -0.5, -0.2], [0.2, 0.0, 0.3], [-0.3, 0.2, 0.0], [0.0, 0.0, 0.2], [0.3, 0.0, 0.2], [-0.1, 0.0, -0.1], [-0.1, 0.0, 0.1], [0.0, 0.1, -0.1], [0.0, 0.0, -0.2], [0.1, 0.0, 0.1], [0.0, 0.2, -0.2], [0.1, -0.1, -0.1], [-0.1, -0.1, -0.1], [-0.1, 0.1, 0.1]], "gap_ev": 9.2, "e_tot_ha": -270.376312, "charge": 0, "e_above_lowest_kcal_mol": 113.94, "homo_energy_ev": -8.24, "molar_mass_g_mol": 84.1}



no.,maximum force (eV Å⁻¹)
1,1.0
2,0.7
3,1.3
4,0.5